w:
ORCA calculation (ωB97M-V with the def2-TZVPD basis set) on 2 unconnected molecules or ions with the total composition C5H10OS.

Geometry (Å):
S 3.761 0.323 -0.350
O 1.307 -1.716 0.981
C -1.366 0.084 0.392
C -1.230 1.030 -0.818
C 1.249 -0.627 0.560
C -1.932 -1.251 0.112
C 1.870 0.488 0.099
H -1.369 0.424 1.475
H -1.822 -1.313 -0.951
H 1.560 0.895 -0.855
H -0.643 0.534 -1.546
H 1.672 1.284 0.760
H -3.044 -1.246 0.603
H 4.132 -0.124 0.853
H -1.405 -2.011 0.574
H -2.082 1.310 -1.342
H -0.659 1.917 -0.545

LUMO (spin up / spin down) in Eh: 0.0097 / 0.0251
Charge: 0
Kohn-Sham gap (spin up / spin down) in eV: 7.7 / 7.7

***

x:
ORCA calculation (ωB97M-V with the def2-TZVPD basis set) on C5H10OS in the gas phase.

Geometry (Å):
S -0.303 0.404 -1.730
O 2.247 1.989 1.861
C -1.155 0.643 -0.120
C -0.560 -1.380 -1.960
C 1.034 0.045 1.072
C -0.494 -0.069 1.080
C 1.538 1.462 1.049
H -1.224 -1.467 -2.815
H -2.116 0.218 -0.323
H -0.808 -1.107 1.178
H 1.517 -0.635 1.779
H -0.775 0.465 1.992
H -1.062 -1.874 -1.136
H 0.362 -1.902 -2.187
H -0.958 1.694 0.074
H 1.397 -0.400 0.138
H 1.359 1.913 0.046

LUMO in Eh: 0.0264
Charge: 0
Kohn-Sham gap in eV: 9.4

***

y:
ORCA calculation (ωB97M-V with the def2-TZVPD basis set) on a molecular structure, C5H10OS.

Geometry (Å):
S 0.864 -1.484 0.568
O 2.076 0.674 -0.209
C 2.005 -1.040 -1.865
C -1.114 1.837 0.836
C -0.816 2.826 0.198
C 1.676 -0.581 -0.523
C -1.568 0.772 1.645
H 2.944 -0.676 -2.198
H -2.231 1.201 2.307
H 1.649 0.979 0.663
H 1.988 -2.184 -1.809
H 1.146 -0.731 -2.543
H -3.717 -1.167 -2.818
H -3.555 -1.417 -2.060
H -0.851 0.098 2.053
H -2.135 0.086 1.123
H -0.627 3.715 -0.346

LUMO in Eh: 0.0173
Charge: 0
Kohn-Sham gap in eV: 9.3

***

Stability, highest: x

***

w:
ORCA calculation (ωB97M-V with the def2-TZVPD basis set) on 2 unconnected molecules or ions with the total composition C5H10OS.

Geometry (Å):
S -1.824 -2.431 -0.134
O -0.696 -3.016 -0.845
C -1.161 0.466 -1.087
C 1.326 0.107 -0.728
C -1.290 -1.692 1.225
C -0.003 0.399 -0.088
C -0.086 0.589 1.148
H -2.033 -0.193 -0.801
H 1.382 -0.376 -1.739
H -0.777 0.101 -1.989
H 1.843 1.081 -1.015
H 2.110 -0.397 -0.109
H -0.299 -1.892 1.561
H 0.812 0.503 1.778
H -1.051 0.841 1.682
H -1.502 1.571 -1.067
H -1.907 -1.219 1.852

LUMO in Eh: 0.0066
Charge: 0
Kohn-Sham gap in eV: 9.0

***

x:
ORCA calculation (ωB97M-V with the def2-TZVPD basis set) on C5H10OS in the gas phase.

Geometry (Å):
S -1.500 -1.109 -0.520
O 2.756 0.937 0.022
C 0.068 0.888 0.683
C -0.087 0.021 -0.560
C 2.511 0.453 1.099
C -2.607 -0.326 -1.698
C 1.113 0.324 1.666
H -0.872 1.024 1.193
H -3.446 -1.011 -1.813
H -0.180 0.690 -1.413
H 0.798 -0.539 -0.860
H -2.117 -0.261 -2.659
H 3.360 0.033 1.662
H 0.390 1.891 0.404
H 1.092 0.793 2.650
H 0.948 -0.757 1.687
H -2.917 0.648 -1.347

LUMO in Eh: 0.0352
Charge: 0
Kohn-Sham gap in eV: 9.5

***

Stability, highest: x

***

w:
ORCA calculation (ωB97M-V with the def2-TZVPD basis set) on C10H13NO in the gas phase.

Geometry (Å):
O -2.257 3.203 0.662
N 0.825 0.600 -0.033
C 1.142 -2.202 -1.036
C -0.265 2.080 1.598
C 1.029 -2.672 0.181
C 0.014 -1.647 -1.900
C -0.472 -0.420 -1.858
C -0.175 0.619 -0.835
C -0.164 -2.536 1.117
C 1.075 1.634 0.898
C -0.962 1.920 -0.910
C -1.275 2.476 0.460
H 0.277 -2.371 2.144
H -1.845 1.768 -1.491
H -1.233 -0.171 -2.576
H -0.308 2.678 -1.290
H 1.803 1.292 1.679
H -0.808 -3.429 1.203
H 1.868 -3.215 0.613
H 2.088 -2.299 -1.589
H -0.708 1.302 2.196
H -0.071 2.908 2.247
H 1.541 2.506 0.385
H -0.766 -1.692 0.795
H -0.354 -2.332 -2.659

LUMO in Eh: 0.0178
Charge: 0
Kohn-Sham gap in eV: 9.3

***

x:
ORCA calculation (ωB97M-V with the def2-TZVPD basis set) on 2 unconnected molecules or ions with the total composition C10H13NO.

Geometry (Å):
O -0.352 -2.609 -1.596
N 0.888 1.564 -1.132
C -0.758 0.485 -0.070
C 1.515 0.839 -0.148
C -0.480 1.436 -1.030
C -3.299 0.863 -0.115
C 2.335 -1.167 1.667
C 0.948 -0.984 1.424
C 3.257 -0.312 1.031
C -2.158 -0.050 0.352
C 2.893 0.690 0.123
C 0.495 -0.011 0.397
H -0.444 -1.774 -1.083
H 3.770 1.218 -0.275
H 2.670 -1.905 2.408
H 1.315 2.233 -1.777
H -1.010 2.144 -1.666
H 4.304 -0.396 1.351
H -4.242 0.376 0.185
H 0.277 -1.779 1.773
H -2.248 -1.066 -0.079
H -3.311 1.010 -1.208
H -0.971 -2.503 -2.355
H -3.242 1.851 0.372
H -2.152 -0.152 1.454

LUMO in Eh: 0.0284
Charge: 0
Kohn-Sham gap in eV: 8.7

***

Stability, highest: x

***

w:
ORCA calculation (ωB97M-V with the def2-TZVPD basis set) on C10H13NO in the gas phase.

Geometry (Å):
O 1.103 0.279 0.126
N -0.041 1.022 0.373
C 1.024 2.316 2.338
C 0.854 -0.610 -0.897
C -0.826 -2.076 -2.690
C 0.883 -2.469 0.640
C 0.004 1.832 1.358
C -0.523 -2.695 -1.539
C 0.320 -2.066 -0.500
C -1.407 2.241 1.730
C -0.697 -0.672 -2.827
C 0.155 -0.025 -2.052
H 1.941 -0.857 -1.328
H -2.030 1.769 0.965
H 1.426 -1.797 1.245
H -1.482 -2.579 -3.378
H 0.605 -3.405 1.169
H 2.028 1.915 2.068
H 0.775 1.840 3.330
H 0.240 1.064 -2.180
H 0.950 3.361 2.326
H -0.858 -3.753 -1.213
H -1.587 2.096 2.849
H -1.641 3.287 1.686
H -1.214 -0.017 -3.599

LUMO in Eh: 0.0149
Charge: 0
Kohn-Sham gap in eV: 8.3

***

x:
ORCA calculation (ωB97M-V with the def2-TZVPD basis set) on a molecular structure, C10H13NO.

Geometry (Å):
O 1.152 -0.306 3.217
N -0.479 2.418 1.093
C 0.791 1.642 1.477
C -1.175 -0.654 0.400
C 0.400 -0.108 -2.440
C 1.333 -0.467 -1.388
C -1.968 -1.644 -0.537
C -0.857 -0.509 -2.537
C 0.164 -0.597 0.687
C 1.197 -1.007 -0.105
C -1.758 -1.709 -1.820
C 0.401 0.256 2.011
H -1.180 -0.160 -3.556
H 0.868 0.376 -3.427
H 2.208 -0.896 -1.911
H -2.507 -2.608 -2.471
H 1.546 1.319 0.844
H 2.050 0.224 3.125
H 2.323 -1.382 0.126
H -0.228 3.505 1.045
H -0.562 0.266 2.658
H -0.469 2.586 -0.063
H 1.235 2.205 2.336
H -1.847 -0.390 1.231
H -2.637 -2.360 0.003

LUMO in Eh: -0.0003
Charge: 0
Kohn-Sham gap in eV: 8.3

***

Stability, highest: w

***

w:
ORCA calculation (ωB97M-V with the def2-TZVPD basis set) on 2 unconnected molecules or ions with the total composition C7H17NO2.

Geometry (Å):
O 3.325 0.198 -1.311
O 1.592 2.096 -0.476
N 1.250 -0.349 -2.392
C 1.922 -1.490 -0.361
C -1.668 0.304 -0.613
C -1.761 -0.200 0.784
C -2.987 0.305 1.507
C 1.971 -0.180 -1.140
C 1.237 0.947 -0.385
C -0.384 0.274 1.907
H -2.062 1.309 -0.741
H -0.814 -0.169 2.805
H -2.149 -0.388 -1.308
H -3.000 1.394 1.520
H -3.013 -0.041 2.540
H 2.502 -2.245 -0.889
H 0.614 -0.153 2.004
H 2.355 -1.354 0.627
H -1.688 -1.286 0.824
H -0.594 0.382 -0.940
H -3.897 -0.042 1.008
H 0.892 -1.828 -0.271
H -0.459 1.353 2.027
H 3.354 1.167 -1.329
H 0.491 0.623 0.483
H 1.323 0.490 -2.960
H 1.650 -1.118 -2.919

LUMO in Eh: 0.0333
Charge: 0
Kohn-Sham gap in eV: 10.2

***

x:
ORCA calculation (ωB97M-V with the def2-TZVPD basis set) on a molecular structure, C7H17NO2.

Geometry (Å):
O 3.529 -0.216 0.482
O 2.719 -0.908 -1.553
N -1.055 2.161 0.782
C -0.036 0.477 -1.494
C -0.660 -1.688 -0.356
C 0.953 -0.123 0.733
C 2.494 -0.914 -0.167
C -0.115 -0.287 -0.198
C -1.333 0.784 1.038
C -2.757 0.384 0.730
H -0.821 -2.167 0.608
H -1.078 0.522 2.068
H 2.509 -1.977 0.107
H 0.043 -2.289 -0.934
H -3.476 1.017 1.268
H -1.696 2.624 0.146
H -0.994 0.971 -1.680
H -2.969 0.488 -0.336
H 0.720 1.260 -1.462
H 1.291 0.897 0.888
H 2.675 0.009 -1.853
H -0.884 2.722 1.605
H 0.898 -0.728 1.633
H -2.952 -0.644 1.030
H -1.598 -1.677 -0.911
H 0.200 -0.178 -2.332
H 4.391 -0.521 0.157

LUMO in Eh: 0.0304
Charge: 0
Kohn-Sham gap in eV: 8.1

***

Stability, highest: w

***

w:
ORCA calculation (ωB97M-V with the def2-TZVPD basis set) on C3H10N4O in the gas phase.

Geometry (Å):
O 0.924 2.679 0.713
N 1.883 -1.477 -0.704
N 0.566 -1.690 -0.461
N -2.668 -0.210 -0.174
N -1.578 -1.055 -0.070
C 0.165 0.709 -0.189
C -0.249 -0.690 -0.257
C 0.917 1.292 1.021
H 1.858 2.900 0.579
H 2.402 -2.217 -0.303
H 0.327 1.305 1.961
H -3.228 -0.532 -0.945
H 0.572 1.101 -1.098
H -3.279 -0.434 0.660
H 2.053 -1.826 -1.707
H 1.887 0.825 1.105
H -1.774 -2.054 0.000
H -0.778 1.374 -0.131

LUMO in Eh: 0.0367
Charge: 0
Kohn-Sham gap in eV: 8.9

***

x:
ORCA calculation (ωB97M-V with the def2-TZVPD basis set) on C3H10N4O in the gas phase.

Geometry (Å):
O 0.135 1.804 0.622
N -1.396 -0.814 1.134
N -0.941 -0.428 -0.151
N 1.554 -1.453 -0.508
N 2.725 0.542 0.163
C 0.327 0.609 -0.013
C -1.976 0.234 -0.928
C 1.353 -0.213 0.021
H -2.373 1.138 -0.438
H 3.277 0.173 0.929
H -0.137 2.466 -0.027
H -1.572 0.499 -1.904
H 0.701 -1.988 -0.576
H -1.945 -0.087 1.594
H -1.952 -1.660 1.058
H 2.395 -1.903 -0.173
H 2.630 1.543 0.289
H -2.806 -0.461 -1.092

LUMO in Eh: 0.0287
Charge: 0
Kohn-Sham gap in eV: 8.6

***

Stability, highest: x